Molecular formula: C36H76Br6N6O11
Method: DFT, the ωB97M-V functional and the def2-TZVPD basis

Output
Maximum force (eV/A): 4.47
Expectation value of S²: 0.75
HOMO level (spin up / spin down) (eV): 2.32 / 0.66
LUMO level (spin up / spin down) (eV): 4.58 / 4.56
Multiplicity: 2
Net charge: -3

Cartesian coordinates (Å):
C (0.4921, -1.7410, 1.6324)
C (0.4496, -0.6811, 0.4147)
N (0.6566, 0.7737, 0.7401)
C (-0.4462, 1.4189, 1.5824)
C (1.9799, 0.8971, 1.7032)
C (3.2994, 0.4563, 1.0797)
C (0.7960, 1.5977, -0.5738)
C (-0.4510, 1.6072, -1.4821)
O (-0.5315, 0.2716, -1.9683)
C (-1.6086, -0.1101, -2.8351)
H (1.4256, -1.7773, 2.1941)
H (0.3975, -2.6562, 1.0482)
H (-0.3174, -1.6048, 2.3496)
H (-0.5041, -0.8390, -0.0889)
H (1.1982, -0.9021, -0.3461)
H (-1.3837, 1.1603, 1.0901)
H (-0.3637, 2.4874, 1.7813)
H (-0.5281, 0.9531, 2.5645)
H (1.8799, 0.4318, 2.6838)
H (2.1704, 1.9582, 1.8640)
H (4.1856, 0.9778, 1.4414)
H (3.1938, 0.4449, -0.0051)
H (3.4037, -0.5847, 1.3856)
H (1.6195, 1.0448, -1.0257)
H (1.1671, 2.5719, -0.2554)
H (-0.4978, 2.3821, -2.2472)
H (-1.3535, 1.8033, -0.9033)
H (-1.5373, 0.3673, -3.8124)
H (-2.5898, 0.1830, -2.4616)
H (-1.4795, -1.1525, -3.1262)
C (-2.2919, -3.2987, -1.5138)
C (-2.4139, -3.8663, -0.0873)
O (-2.4619, -5.1168, 0.1136)
O (-2.3579, -3.1813, 0.9479)
H (-3.1303, -2.6772, -1.8283)
H (-2.0228, -4.0219, -2.2836)
H (-1.4325, -2.6336, -1.5982)
C (0.8671, -6.8218, 3.8679)
C (-0.2938, -5.9508, 3.4330)
O (-0.1899, -5.0400, 2.5739)
O (-1.4194, -6.1055, 3.9319)
H (0.8239, -7.7167, 3.2470)
H (0.8928, -7.1151, 4.9173)
H (1.7454, -6.2155, 3.6461)
C (-2.4451, -0.6465, 5.1887)
C (-2.5482, -2.0148, 4.4879)
O (-1.5279, -2.7416, 4.4295)
O (-3.5812, -2.4615, 3.8762)
H (-3.4527, -0.4217, 5.5385)
H (-1.9337, -0.0659, 4.4209)
H (-1.7978, -0.6853, 6.0648)
C (4.3502, 4.4595, 0.9165)
O (3.7924, 3.4154, 0.4912)
N (3.8171, 5.2314, 1.9079)
C (4.1734, 6.6259, 2.1389)
C (2.8785, 4.7008, 2.8173)
H (5.2424, 4.9889, 0.5478)
H (3.3501, 7.2681, 1.8262)
H (5.0125, 6.8641, 1.4852)
H (4.5900, 6.7638, 3.1367)
H (1.9754, 5.3109, 2.7979)
H (2.6407, 3.6399, 2.7382)
H (3.1950, 4.8345, 3.8517)
C (1.9685, 1.6134, -6.5275)
O (2.6713, 0.7772, -7.0240)
N (1.6762, 1.6642, -5.2334)
C (0.7718, 2.6016, -4.5905)
C (2.0423, 0.5816, -4.3762)
H (1.3893, 2.3137, -7.1491)
H (0.5005, 3.4066, -5.2736)
H (1.3356, 3.2236, -3.8952)
H (-0.1431, 2.1135, -4.2547)
H (2.4134, 1.1125, -3.4995)
H (1.1229, 0.0647, -4.1014)
H (2.8396, -0.0820, -4.7109)
C (2.1734, 6.7688, -4.6626)
O (2.0148, 6.4723, -5.8243)
N (1.1685, 6.6865, -3.7290)
C (1.3860, 7.3441, -2.4914)
C (-0.1178, 5.9616, -3.9745)
H (3.0985, 7.2508, -4.3104)
H (2.4468, 7.5545, -2.3550)
H (1.0409, 6.6805, -1.6985)
H (0.6983, 8.1839, -2.5904)
H (-0.8292, 6.7309, -3.6742)
H (-0.4505, 5.6266, -4.9570)
H (-0.3380, 5.1554, -3.2747)
C (-7.0443, -1.1138, -4.0238)
O (-7.1691, -0.9067, -5.1979)
N (-6.0024, -1.7265, -3.3158)
C (-6.0579, -2.0297, -1.8883)
C (-4.7916, -2.1469, -4.1326)
H (-7.8544, -0.7368, -3.3805)
H (-7.0690, -1.9135, -1.4981)
H (-5.4964, -1.3295, -1.2698)
H (-5.7835, -3.0711, -1.7200)
H (-5.0958, -2.0083, -5.1700)
H (-3.8927, -1.5814, -3.8869)
H (-4.7694, -3.2175, -3.9291)
C (-5.0347, 2.1705, 3.1708)
C (-5.8987, 0.9436, 2.8621)
C (-5.8144, 0.6578, 1.3413)
C (-4.6198, 0.6696, 0.6194)
N (-3.6035, 0.7553, 0.1256)
H (-3.9674, 2.0631, 2.9774)
H (-4.9530, 2.2400, 4.2555)
H (-5.4192, 3.1246, 2.8101)
H (-6.9354, 0.9812, 3.1968)
H (-5.4761, -0.0140, 3.1661)
H (-6.5311, 1.2898, 0.8169)
H (-6.3441, -0.2724, 1.1356)
Br (0.6132, -2.4067, 7.6914)
C (1.2923, -3.5449, 6.2329)
C (1.6307, -2.7397, 5.0192)
Br (3.4541, -2.0478, 5.2458)
H (0.5384, -4.3247, 6.1246)
H (2.1486, -4.1279, 6.5721)
H (0.9961, -1.8773, 4.8149)
H (1.5169, -3.2736, 4.0757)
Br (6.2671, -3.0304, 1.4972)
C (5.5974, -2.7550, -0.3352)
C (6.6847, -2.9004, -1.3482)
Br (5.9760, -2.7173, -3.1562)
H (5.1737, -1.7694, -0.5281)
H (4.8699, -3.5113, -0.6302)
H (7.2610, -3.8222, -1.4277)
H (7.5038, -2.1903, -1.2348)
Br (2.5076, -3.5949, -1.8132)
C (1.2863, -5.0110, -1.0443)
C (2.0067, -5.6473, 0.1844)
Br (3.6926, -6.6990, -0.3739)
H (0.9682, -5.7428, -1.7868)
H (0.3277, -4.6038, -0.7229)
H (1.3486, -6.3886, 0.6375)
H (2.3134, -4.9522, 0.9660)

Cartesian forces, eV/Å:
0.222 1.570 -1.680
-0.186 -1.574 1.673
0.687 1.507 2.160
-0.653 -1.507 -0.075
0.484 1.584 -1.326
-0.933 -1.931 -0.118
0.650 -0.605 0.857
-0.604 -1.189 1.134
-0.168 -0.084 -1.153
0.579 0.929 -0.502
0.284 0.170 -0.259
-0.431 -0.347 0.710
-0.322 -0.428 -0.293
-0.057 0.354 0.400
0.216 -0.116 0.209
-0.040 0.302 -0.027
0.557 -0.016 -0.694
0.418 -0.360 -0.112
-0.988 -0.246 -0.418
-0.981 0.200 -0.116
-0.429 0.386 -0.229
0.599 0.309 0.022
0.359 -0.259 -0.262
-0.158 0.436 -0.643
-0.208 0.132 -0.197
0.817 -0.031 -0.168
-0.115 0.039 0.340
0.277 0.692 -0.255
-0.022 -0.517 0.477
-0.248 -0.094 0.887
0.724 0.436 -0.319
0.476 -2.415 3.284
-0.279 -0.649 -3.024
-0.061 3.137 -1.541
-0.276 -0.171 0.084
-0.651 -0.559 0.053
0.199 0.383 0.587
0.634 0.355 -0.392
-3.223 2.025 -0.252
3.182 -0.160 -0.952
-0.089 -2.077 1.715
0.312 -0.141 -0.024
-0.379 0.061 0.037
0.479 -0.386 -0.090
-0.272 -1.154 0.063
-0.388 -3.887 -2.167
1.608 1.528 1.328
-0.534 2.884 1.634
-0.012 0.919 -0.484
-0.560 0.825 0.130
0.170 -0.232 -0.078
-2.299 -0.432 -0.217
1.961 1.940 0.973
1.111 -0.606 -0.328
1.049 -0.832 -0.869
-1.416 0.105 1.315
0.028 -0.679 -0.649
-0.131 0.218 0.465
-0.017 0.090 -0.236
-0.574 0.196 0.298
-0.511 -0.233 -0.312
0.181 0.308 -0.590
0.553 0.052 0.159
-1.397 0.437 -0.430
1.185 -0.945 -0.890
-0.506 0.346 0.204
0.578 0.984 -1.499
0.374 0.265 1.332
0.208 0.520 0.091
-0.258 -0.336 -0.633
-0.223 -0.608 0.959
0.286 0.099 0.403
0.100 -0.547 0.575
0.213 -0.445 0.160
-0.385 0.220 -0.458
-1.733 0.248 0.188
0.355 -0.586 -0.825
1.487 -2.393 -2.559
-1.392 -0.365 0.371
-0.280 1.767 1.119
-0.098 -0.128 0.281
-0.237 0.345 0.146
0.167 0.244 0.420
0.427 0.777 1.072
-0.596 -0.029 -0.110
1.130 0.357 -0.270
0.717 -0.199 0.212
0.683 -0.481 2.834
0.701 -0.132 -1.603
-0.277 1.144 -2.234
-0.542 0.322 -0.094
-2.337 -0.226 0.850
0.049 -0.339 0.646
-0.330 -0.083 -0.403
0.661 -0.285 -0.190
0.340 0.169 0.148
0.249 0.127 0.038
-0.108 -0.275 0.168
0.986 0.026 -0.118
-0.017 -0.465 1.870
1.962 -0.568 -1.746
-4.328 -0.169 0.020
0.534 0.165 0.865
1.726 0.193 -1.249
-0.161 -0.242 -0.912
-0.429 0.315 0.315
-0.028 -0.135 -0.275
0.088 0.275 -0.199
0.325 0.306 1.343
0.191 0.797 -0.241
0.409 -0.631 0.219
0.385 -0.251 -0.096
-0.405 -0.802 0.314
-0.728 0.334 -0.580
0.155 0.144 -0.352
-0.500 0.601 -0.680
0.211 0.543 0.323
-0.128 -0.056 0.659
0.455 -0.644 0.146
-0.405 0.258 -0.867
0.051 -0.566 -0.908
2.080 -0.079 -0.448
-0.076 0.249 0.041
-0.158 0.020 0.860
-0.234 0.032 0.927
-0.737 -0.454 0.556
-0.393 0.558 -0.064
-1.207 -0.745 0.077
0.833 -0.432 1.267
-0.426 -0.185 -1.049
-0.935 0.696 0.272
0.808 0.095 -0.281
0.196 0.644 0.398
0.069 0.071 -0.030
0.018 -0.021 -0.334